No. 1
Here is one molecule with the formula C16H26BN3O4 from the Open Molecules 2025 dataset. Energies are from ωB97M-V with the def2-TZVPD basis set.

Summary:
HOMO-LUMO gap ... 9.13 eV
SMILES ... NCCCC[C@H](NC(=O)CNC(=O)CCc1ccccc1)B(O)O
LUMO level ... 0.01944 Eh
HOMO energy ... -8.6 eV
Charge ... 0
Relative energy (zero: lowest compared OMol25 entry of this formula, charge and spin) ... 1.321 eV

Cartesian coordinates (Å):
1 O -2.37128 -1.91271 -0.61286
2 O -2.16534 -1.19951 2.46418
3 O -2.21745 -1.02229 -2.79721
4 O -0.96986 2.94081 0.62965
5 N -1.46607 0.70332 0.42574
6 N -0.47238 0.19613 2.91951
7 N 1.14182 3.93566 -1.73044
8 C 1.81698 -2.06959 -0.95510
9 C -2.08300 0.58432 -0.83730
10 C -1.41093 1.46482 -1.98435
11 C -1.02709 -1.06502 2.91374
12 C 2.98927 -1.54016 -0.46595
13 C -0.21369 -2.21939 3.39795
14 C 2.33223 -1.89831 1.83285
15 C 0.96602 3.35723 -3.05842
16 C 0.08079 1.13294 -1.83185
17 C 0.24710 -3.22526 2.29724
18 C -1.20584 1.46135 2.65235
19 C 0.95912 -2.54511 -0.01960
20 C 3.20880 -1.43548 0.90468
21 C -1.14333 1.84884 1.15211
22 C 1.20442 -2.53248 1.33691
23 C 0.98490 1.78203 -3.01528
24 B -2.27089 -0.82689 -1.46285
25 H -2.19618 -1.95928 -2.92599
26 H 0.54661 0.32709 3.07704
27 H 0.65833 1.37567 -3.99243
28 H 2.55757 -1.97444 2.86811
29 H -3.13174 0.98008 -0.79588
30 H 0.44951 1.57641 -0.91616
31 H 0.99489 4.92039 -1.62606
32 H 1.97603 1.50024 -2.83515
33 H 1.70886 3.75264 -3.81559
34 H -1.60057 2.47775 -1.71266
35 H 0.03321 -3.00442 -0.37465
36 H -2.34996 -1.64529 0.37269
37 H 3.71693 -1.14322 -1.22585
38 H 0.06514 3.71417 -3.49011
39 H 0.44990 3.53073 -1.15487
40 H -0.82502 2.26807 3.31676
41 H -0.60450 -2.76909 4.20540
42 H 4.03099 -0.84475 1.25108
43 H -1.87312 1.24664 -3.02289
44 H 0.80667 -4.07312 2.65960
45 H 0.09214 0.04356 -1.64516
46 H -0.66372 -3.64502 1.73081
47 H 0.69285 -1.76980 3.98028
48 H -1.63144 -0.10965 0.95169
49 H -2.23712 1.30881 2.92301
50 H 1.41944 -1.99945 -1.95876

Atoms 1-6, force components in eV/Å:
-0.07 0.44 1.72
0.00 -0.44 0.08
-0.13 0.38 -0.11
-0.03 -0.64 1.20
0.77 1.15 0.65
1.16 0.32 0.67

These are the Löwdin partial charges, in e, on atoms 1 to 6: O 0.139; O 0.030; O 0.197; O 0.067; N 0.095; N 0.078

=====

No. 2
Here is C16H26Br2N2NaO8S2 as an isolated structure from the Open Molecules 2025 dataset. Energies are from ωB97M-V with the def2-TZVPD basis set.

Summary:
HOMO-LUMO gap ... 8.26 eV
LUMO level ... 0.07225 Eh
HOMO energy ... -6.3 eV
Charge ... -1
Relative energy (zero: lowest compared OMol25 entry of this formula, charge and spin) ... 0.000 eV

Cartesian coordinates (Å):
1 Br 3.12947 1.91084 2.60108
2 Br 5.49100 0.16292 1.21266
3 S 3.15192 -3.30636 -1.06649
4 S -3.97313 -2.80173 -0.35003
5 Na 1.82855 -1.00710 -0.76600
6 O 3.10989 -2.62979 0.24152
7 O -4.08192 -3.13681 -1.73875
8 O 2.47161 -4.58625 -1.09633
9 O -0.35623 -1.48831 -0.54796
10 O 2.67400 0.97150 -0.99747
11 O 2.75735 -2.38609 -2.14709
12 O 0.76454 -0.65383 1.19395
13 O -4.85099 -3.34166 0.65230
14 N -2.46041 -3.14676 0.08663
15 N 1.66222 2.93545 -0.50313
16 C -4.94213 0.88292 0.96608
17 C -0.53230 -2.64441 1.51760
18 C -4.39483 3.22688 0.23016
19 C 4.84658 -3.67432 -1.36484
20 C -3.52605 -0.20623 -1.15127
21 C 0.44325 2.28500 -0.05180
22 C 2.69829 2.19578 -0.95681
23 C -4.85359 -0.49430 0.83049
24 C -3.62780 1.16611 -1.00203
25 C -0.00546 -1.48989 0.67409
26 C -4.32883 1.73681 0.05632
27 C 3.79846 0.11273 2.16259
28 C -4.14663 -1.04243 -0.23433
29 C 1.66864 4.37999 -0.57007
30 C -2.04570 -2.80453 1.45974
31 C 3.95582 2.92204 -1.38453
32 H 1.41402 4.76385 -1.56385
33 H 0.92673 4.75817 0.13279
34 H -3.13903 1.81385 -1.72032
35 H -2.37441 -3.59054 2.13812
36 H -5.42192 3.59291 0.28390
37 H -0.34074 2.35880 -0.80914
38 H 2.63217 4.79424 -0.27899
39 H -5.49456 1.29682 1.80293
40 H 3.04477 -0.35159 1.54738
41 H -5.33062 -1.15021 1.54423
42 H -2.94784 -0.60560 -1.97342
43 H -0.03695 -3.55375 1.16735
44 H 4.93534 -4.13925 -2.34370
45 H 0.09771 2.78032 0.85830
46 H 4.42465 3.39211 -0.51716
47 H 4.62334 2.16820 -1.78899
48 H -3.90408 3.74519 -0.59409
49 H 3.96295 -0.40883 3.09415
50 H 5.20316 -4.36225 -0.60111
51 H -1.77456 -2.73121 -0.56640
52 H -0.23758 -2.48561 2.55563
53 H 0.63266 1.24190 0.19039
54 H 3.77219 3.70375 -2.12194
55 H -3.89705 3.53659 1.15164
56 H 5.41996 -2.74894 -1.32709
57 H -2.51591 -1.86704 1.78312

Atoms 1-6, force components in eV/Å:
0.28 -0.49 -0.09
-0.34 0.04 0.16
-0.26 -0.51 -0.13
0.14 0.13 0.02
0.05 0.51 -0.34
0.02 -0.04 -0.18

These are the Löwdin partial charges, in e, on atoms 1 to 6: Br 0.570; Br 0.571; S 0.385; S 0.604; Na 0.273; O -0.366

=====

No. 3
Here is a 12-piece molecular cluster, C16H26Cl33N4O overall from the Open Molecules 2025 dataset. Energies are from ωB97M-V with the def2-TZVPD basis set.

Summary:
HOMO-LUMO gap ... 7.74 eV
LUMO level ... -0.16141 Eh
HOMO energy ... -12.1 eV
Charge ... +1
Relative energy (zero: lowest compared OMol25 entry of this formula, charge and spin) ... 0.856 eV

Cartesian coordinates (Å):
1 Cl 1.16273 8.17036 4.28933
2 Cl -0.31798 8.52899 1.81372
3 Cl 0.51462 9.59976 -0.73402
4 Cl 0.14588 1.24455 -4.85459
5 Cl 2.65356 -5.66791 -7.41122
6 Cl -0.56955 -3.20091 -3.18797
7 Cl 1.80882 8.42058 -3.04973
8 Cl -2.50715 -3.79222 -8.65473
9 Cl 2.52825 0.60085 -3.30526
10 Cl 2.73303 7.77324 -0.37201
11 Cl -3.83448 -2.94701 7.66302
12 Cl 3.30463 5.29976 -2.64334
13 Cl -1.72990 8.49397 4.35643
14 Cl -5.29644 -2.93312 5.15346
15 Cl 1.93043 -2.81714 -1.75341
16 Cl -0.82839 4.24197 4.77710
17 Cl 2.40537 3.32836 -4.57460
18 Cl 5.24051 3.92073 -4.31377
19 Cl 1.40843 -8.01020 -6.22333
20 Cl 1.07055 -5.40795 -4.98170
21 Cl 5.23935 0.25764 2.67579
22 Cl -3.16867 -6.46403 -9.58018
23 Cl -3.58011 -4.55322 -5.16330
24 Cl 0.02525 1.21449 -1.95811
25 Cl -3.37576 -0.82805 5.72704
26 Cl -2.40082 -6.65803 -3.54242
27 Cl -2.80098 5.56493 6.44075
28 Cl -0.64010 -5.97845 -8.23493
29 Cl 3.40962 1.36050 4.64778
30 Cl -3.63400 3.48674 4.60385
31 Cl -3.32697 -7.24486 -6.23540
32 Cl 0.80076 -5.48240 -2.01324
33 Cl 5.56046 2.99891 3.58168
34 O -0.35112 -3.05362 2.50239
35 N -0.50405 1.93317 2.34404
36 N -1.36663 -0.15646 2.95178
37 N 0.99227 0.14646 2.20884
38 N -3.22959 -1.57640 2.47493
39 C -1.86630 -5.30167 -9.31422
40 C 2.16844 -6.44820 -5.90097
41 C 0.76788 0.48307 -3.38755
42 C -0.35518 7.84324 3.44848
43 C -4.57345 -1.93733 6.41908
44 C -2.50482 4.81704 4.87920
45 C 0.43880 -3.76419 -1.84668
46 C 1.05953 -1.20411 1.61403
47 C 4.40675 1.71582 3.22455
48 C -0.28853 0.60215 2.50701
49 C -2.31214 -0.59973 1.87897
50 C 1.35545 -2.12039 4.07328
51 C 3.60224 4.57895 -4.23184
52 C -2.60239 -6.02683 -5.18256
53 C 2.04464 9.02623 -1.40819
54 C 0.93852 -2.41577 2.60111
55 H -3.29479 -1.39931 3.47756
56 H 3.05759 -6.61835 -5.30440
57 H 3.75404 2.05555 2.42737
58 H -0.47377 6.76871 3.37224
59 H -0.11490 -3.62074 -0.92462
60 H 1.65832 -3.18977 2.22866
61 H 3.50703 5.35329 -4.98491
62 H -0.54991 2.36154 1.42696
63 H 2.73547 9.86067 -1.44820
64 H -1.80950 -1.00091 0.97977
65 H 0.67599 -1.36617 4.54881
66 H -0.64476 2.49611 3.17916
67 H -1.08353 -0.91736 3.56552
68 H 0.32463 -1.26684 0.78098
69 H -0.57891 -3.41448 3.36637
70 H 1.30129 -3.03570 4.69927
71 H -1.39941 -5.08529 -10.26821
72 H -2.65700 5.56061 4.10338
73 H -2.94979 0.24524 1.52404
74 H 0.50145 -0.56853 -3.41152
75 H 1.66555 0.30607 2.95571
76 H 2.06186 -1.29074 1.12998
77 H 2.37380 -1.66163 4.10768
78 H -5.35713 -1.34582 6.87906
79 H -1.62140 -5.77977 -5.57459
80 H -2.83347 -2.50858 2.36564

Atoms 1-6, force components in eV/Å:
-0.11 -0.10 -0.04
-0.02 -0.47 0.74
0.20 0.33 -0.62
-0.12 -0.24 0.09
0.12 -0.05 0.17
-0.05 0.06 0.11

These are the Löwdin partial charges, in e, on atoms 1 to 6: Cl 0.538; Cl 0.488; Cl 0.491; Cl 0.530; Cl 0.524; Cl 0.534

=====

No. 4
Here is C16H26IO4P2Pt as an isolated structure from the Open Molecules 2025 dataset. Energies are from ωB97M-V with the def2-TZVPD basis set.

Summary:
HOMO-LUMO gap (alpha / beta) ... 5.61 / 5.12 eV
LUMO level (alpha / beta) ... -0.39155 / -0.48672 Eh
HOMO energy (alpha / beta) ... -16.3 / -18.4 eV
Charge ... +3
Relative energy (zero: lowest compared OMol25 entry of this formula, charge and spin) ... 0.000 eV
2S+1 ... 5

Cartesian coordinates (Å):
1 Pt -0.35162 -1.36583 -0.88430
2 I -0.82225 0.25495 -2.92697
3 P -2.44118 -1.07600 0.34010
4 P 2.08058 -1.10044 -0.82475
5 O -0.04084 0.72430 1.80922
6 O 0.43407 -2.93937 1.81364
7 O -0.09918 -4.09639 -0.62878
8 O 0.11803 1.19135 -0.38024
9 C -3.28092 0.48336 -0.13431
10 C 0.58307 3.52720 2.37522
11 C 0.18970 1.48538 0.84794
12 C 0.83591 5.27120 0.23846
13 C -2.30537 -0.97289 2.15670
14 C 2.90494 -0.89833 0.80318
15 C 2.90267 -2.55821 -1.52458
16 C -3.48124 -2.55922 0.04338
17 C 0.82787 5.81184 1.52738
18 C -0.47013 -3.40508 -1.58473
19 C 0.54778 2.95774 1.09204
20 C 0.14324 -2.32143 0.87503
21 C 0.79970 4.90182 2.61087
22 C 0.59144 3.90394 0.04072
23 C -0.88994 -3.65695 -2.98958
24 C 2.52808 0.49177 -1.63708
25 H -4.49435 -2.39526 0.42775
26 H -2.14890 -1.97228 2.59245
27 H 0.46527 3.59063 -0.99551
28 H -4.33922 0.44287 0.15602
29 H -1.43858 -0.34091 2.42047
30 H -3.21714 -0.52437 2.59372
31 H 3.98278 -2.36837 -1.54641
32 H -3.02836 -3.39175 0.60019
33 H 2.71344 -3.40073 -0.84244
34 H -2.78137 1.27929 0.44353
35 H 0.89776 5.99542 -0.62154
36 H 0.94715 6.87615 1.70447
37 H -0.96949 -4.74182 -3.24721
38 H 3.07149 -1.88590 1.26195
39 H -1.84822 -3.11742 -3.19409
40 H 3.87361 -0.41307 0.60160
41 H -3.54521 -2.81044 -1.02542
42 H 2.30690 -0.27172 1.47744
43 H 2.54377 -2.78527 -2.53411
44 H 3.59183 0.49218 -1.92040
45 H -0.19791 -3.11860 -3.68444
46 H 2.33781 1.27378 -0.87946
47 H 0.43139 2.86397 3.22864
48 H 0.83541 5.29890 3.64719
49 H 1.88344 0.68609 -2.51217
50 H -3.17772 0.68391 -1.21076

Atoms 1-6, force components in eV/Å:
0.37 0.67 0.89
-0.30 0.48 -0.58
-1.44 -0.07 0.84
1.40 0.85 0.07
0.91 1.17 -1.07
-1.20 2.64 -3.70

These are the Löwdin partial charges, in e, on atoms 1 to 6: Pt 0.620; I 0.874; P 0.820; P 0.831; O -0.024; O 0.215

=====

- charge of number 3 (C16H26Cl33N4O)?
  +1

=====

- Which of these has the lowest charge?
  C16H26Br2N2NaO8S2

=====

- What is the charge in the third record?
  +1